[1]
The following is a DFT calculation (wB97M-V/def2-TZVPD) of a 3-piece molecular cluster, C3H12NO overall at a distorted geometry.

Structure (ORCA input):
```
! wB97M-V def2-TZVPD RIJCOSX def2/J DEFGRID3
* xyz 1 1
C 2.34094 -0.93224 -0.64245
C 2.38233 0.20468 -1.72469
N -1.89032 1.09286 1.49724
C -2.97147 0.14345 1.47071
H 1.53485 -1.62752 -0.98084
H 1.97063 -0.58970 0.31245
H 3.34107 -1.21037 -0.35934
H 3.07331 0.94707 -1.58844
H 1.44556 0.88007 -1.56176
H 2.48839 -0.32407 -2.63448
H -1.63404 1.29472 2.51043
H -2.63528 -0.91463 1.88240
H -3.78609 0.37308 2.19316
H -3.31249 -0.06031 0.43945
H -1.05315 0.90279 0.79236
H -0.92728 -0.35064 -1.10556
O -0.36697 0.17076 -0.50063
*
```

Output
HOMO energy, eV: -14.63
E_LUMO, eV: -10.254
Frontier orbital gap, eV: 4.38

Results of the natural (NBO) charge analysis, in e, for atoms 1 through 8:
1 C -0.61
2 C -0.54
3 N -0.38
4 C -0.48
5 H 0.21
6 H 0.21
7 H 0.25
8 H 0.23

***

[2]
The following is a DFT calculation (wB97M-V/def2-TZVPD) of a 2-piece molecular cluster, C3H12NO overall at a distorted geometry.

Structure (ORCA input):
```
! wB97M-V def2-TZVPD RIJCOSX def2/J DEFGRID3
* xyz 1 1
C 0.79107 -1.38439 -1.18203
C 0.86845 -0.79337 0.30339
N 0.08058 0.49615 0.67071
C 0.19230 0.90389 2.13790
H -0.27884 -1.37846 -1.54485
H 1.30966 -2.41230 -1.00183
H 1.39021 -0.73630 -1.86225
H 1.90747 -0.50478 0.51376
H 0.46350 -1.57128 0.98185
H 0.57192 1.29757 0.20174
H -0.83681 0.32057 0.27799
H 1.27979 1.06227 2.09829
H -0.17200 1.87046 2.45553
H -0.27178 0.11692 2.74671
H -1.20410 0.46558 -2.46786
H -2.33555 1.30340 -1.89459
O -1.68731 0.54206 -1.59438
*
```

Output
HOMO energy, eV: -16.02
E_LUMO, eV: -3.274
Frontier orbital gap, eV: 12.75

Results of the natural (NBO) charge analysis, in e, for atoms 1 through 8:
1 C -0.63
2 C -0.22
3 N -0.52
4 C -0.42
5 H 0.24
6 H 0.26
7 H 0.22
8 H 0.22

***

[3]
The following is a DFT calculation (wB97M-V/def2-TZVPD) of a 2-piece molecular cluster, C3H12NO2 overall at a distorted geometry.

Structure (ORCA input):
```
! wB97M-V def2-TZVPD RIJCOSX def2/J DEFGRID3
* xyz 1 1
C 0.41362 0.62868 0.69300
C -0.98730 0.31514 0.21519
C -1.91345 -0.19641 1.30287
O -0.86771 -0.64670 -0.81975
N 1.35118 0.99658 -0.40552
H 0.81688 -0.30515 1.10141
H 0.39088 1.28574 1.55782
H -1.36076 1.25537 -0.23699
H -1.97680 0.44282 2.16404
H -2.93362 -0.22592 0.92211
H -1.61503 -1.22465 1.44424
H -1.60692 -0.53432 -1.42908
H 1.29185 0.30426 -1.19527
H 0.91555 1.82969 -0.80941
H 2.28583 1.23723 -0.08296
H 1.56250 -1.86719 -0.80548
H 2.43192 -1.94227 -2.02709
O 1.80137 -1.35289 -1.58914
*
```

Output
HOMO energy, eV: -14.86
E_LUMO, eV: -3.274
Frontier orbital gap, eV: 11.58

Results of the natural (NBO) charge analysis, in e, for atoms 1 through 8:
1 C -0.25
2 C 0.08
3 C -0.64
4 O -0.74
5 N -0.69
6 H 0.21
7 H 0.25
8 H 0.17

***

[4]
The following is a DFT calculation (wB97M-V/def2-TZVPD) of a 2-piece molecular cluster, C3H12NO2 overall at a distorted geometry.

Structure (ORCA input):
```
! wB97M-V def2-TZVPD RIJCOSX def2/J DEFGRID3
* xyz 1 1
C -1.05988 0.11958 0.03885
C 0.09020 0.93809 -0.57781
C -0.06713 1.33588 -2.09120
O 1.12521 2.04441 -2.61728
N -0.69619 -0.80573 1.16709
H -1.95923 0.75143 0.34315
H -1.40185 -0.41885 -0.75827
H 1.02967 0.38660 -0.48877
H 0.20659 1.83593 -0.09226
H -0.91985 1.80053 -2.46804
H 0.05574 0.52275 -2.74399
H 1.05650 2.98852 -3.09719
H -0.11219 -0.49277 1.87819
H -1.56587 -1.24322 1.41911
H -0.10762 -1.65600 0.83760
H 1.98332 -3.22185 2.71389
H 0.99313 -2.45170 3.72670
O 1.34944 -2.43360 2.81021
*
```

Output
HOMO energy, eV: -13.41
E_LUMO, eV: -3.539
Frontier orbital gap, eV: 9.87

Results of the natural (NBO) charge analysis, in e, for atoms 1 through 8:
1 C -0.23
2 C -0.44
3 C -0.06
4 O -0.76
5 N -0.67
6 H 0.24
7 H 0.22
8 H 0.23

***

[5]
The following is a DFT calculation (wB97M-V/def2-TZVPD) of a 3-piece molecular cluster, C3H12NO2 overall at a distorted geometry.

Structure (ORCA input):
```
! wB97M-V def2-TZVPD RIJCOSX def2/J DEFGRID3
* xyz 1 1
C 1.96324 1.09510 -1.27129
C 1.34339 -0.06266 -0.58149
C 1.77667 -0.71726 0.47737
N 0.73025 -1.30388 1.29806
H 1.16417 1.82881 -1.42484
H 2.42151 0.85566 -2.26517
H 2.88408 1.40803 -0.68460
H 0.66411 -0.54439 -1.28889
H 2.73628 -0.69776 0.91201
H 0.85486 -2.35385 1.34189
H -0.27928 -1.09821 0.83799
H 0.90186 -1.02478 2.21252
H -2.01243 -0.02434 -0.07645
H -1.85370 -1.58547 -0.09280
O -1.53207 -0.74613 0.19831
H -3.93436 1.50228 0.10653
H -2.84540 2.45567 -0.29245
O -3.00710 1.56044 -0.21328
*
```

Output
HOMO energy, eV: -13.64
E_LUMO, eV: -3.095
Frontier orbital gap, eV: 10.55

Results of the natural (NBO) charge analysis, in e, for atoms 1 through 8:
1 C -0.66
2 C -0.13
3 C -0.10
4 N -0.72
5 H 0.25
6 H 0.25
7 H 0.23
8 H 0.22

***

[6]
The following is a DFT calculation (wB97M-V/def2-TZVPD) of a 3-piece molecular cluster, C3H12NO2 overall at a distorted geometry.

Structure (ORCA input):
```
! wB97M-V def2-TZVPD RIJCOSX def2/J DEFGRID3
* xyz 2 2
C 0.75456 -2.63754 -0.07585
C 0.02481 -1.41815 -0.26818
C -0.77269 -1.37509 -1.38013
N -1.60032 -0.18465 -1.66856
H 0.84301 -3.42957 -0.82711
H 1.68994 -2.51239 0.49642
H 0.25772 -3.31323 0.72084
H -0.01216 -0.63019 0.48240
H -0.85069 -2.06769 -2.21000
H -2.63517 -0.17260 -1.64046
H -1.41354 0.67364 -1.08202
H -1.35167 0.16634 -2.61326
H -0.51656 1.97024 0.98895
H 0.53954 1.80199 -0.02530
O -0.32011 1.42200 0.20885
H 0.92895 3.38494 2.72274
H 2.27424 2.74060 3.21782
O 1.69420 2.91874 2.46485
*
```

Output
HOMO energy (spin up / spin down), eV: -17.17 / -17.17
E_LUMO (spin up / spin down), eV: -9.602 / -13.776
Frontier orbital gap (spin up / spin down), eV: 7.57 / 3.39

Results of the natural (NBO) charge analysis, in e, for atoms 1 through 8:
1 C -0.74
2 C 0.08
3 C 0.24
4 N -0.78
5 H 0.31
6 H 0.35
7 H 0.42
8 H 0.31

***

[7]
The following is a DFT calculation (wB97M-V/def2-TZVPD) of a 3-piece molecular cluster, C3H12NO2S overall at a distorted geometry.

Structure (ORCA input):
```
! wB97M-V def2-TZVPD RIJCOSX def2/J DEFGRID3
* xyz -1 1
C -0.02051 -1.10002 -0.62579
C 1.36077 -0.80511 -1.13657
S 2.55224 -0.20387 0.07522
C -0.24360 -0.79891 0.88538
N -1.65899 -0.69926 1.10882
H -0.76469 -0.45244 -1.05959
H -0.37722 -2.12721 -0.77478
H 1.80511 -1.63150 -1.69105
H 1.25651 0.02056 -1.84512
H 0.28946 -1.39030 1.63128
H 0.19217 0.19703 0.98295
H -1.85406 0.01174 0.37146
H -0.61545 1.00527 -0.37531
H 1.50558 1.39547 0.76124
H -0.03377 1.48909 0.49641
O 0.70079 2.02227 0.98968
H -0.78491 1.97930 -0.88374
H -1.82258 -0.17233 1.97997
O -1.48685 1.26022 -0.89046
*
```

Output
HOMO energy, eV: -3.04
E_LUMO, eV: 3.730
Frontier orbital gap, eV: 6.77

Results of the natural (NBO) charge analysis, in e, for atoms 1 through 8:
1 C -0.46
2 C -0.54
3 S -0.63
4 C -0.24
5 N -0.86
6 H 0.21
7 H 0.19
8 H 0.20

***

[8]
The following is a DFT calculation (wB97M-V/def2-TZVPD) of a 2-piece molecular cluster, C3H12NO3 overall at a distorted geometry.

Structure (ORCA input):
```
! wB97M-V def2-TZVPD RIJCOSX def2/J DEFGRID3
* xyz 0 2
C 0.37536 1.29946 -0.55497
O 1.51679 1.43584 -1.46497
C 0.85922 0.18334 0.36987
C -0.02714 -0.34919 1.46711
O 0.53861 -1.61793 1.81194
N 1.10560 -1.03120 -0.60859
H -0.37917 0.81273 -1.14877
H 0.19997 2.29875 -0.18735
H 1.20963 1.98862 -2.18762
H 1.88718 0.27696 0.70716
H -0.10072 0.36223 2.29576
H -1.06082 -0.53574 1.15719
H 0.33654 -1.87384 2.71806
H 1.51925 -1.83486 -0.09890
H 0.21230 -1.38163 -1.01304
H 1.81213 -0.85384 -1.35697
H -3.12018 1.02187 -0.81279
H -3.86853 -0.31688 -0.58841
O -3.01602 0.11529 -0.50472
*
```

Output
HOMO energy (spin up / spin down), eV: -2.83 / -10.94
E_LUMO (spin up / spin down), eV: 0.467 / 0.321
Frontier orbital gap (spin up / spin down), eV: 3.30 / 11.26

Results of the natural (NBO) charge analysis, in e, for atoms 1 through 8:
1 C -0.13
2 O -0.76
3 C -0.13
4 C -0.12
5 O -0.77
6 N -1.07
7 H 0.19
8 H 0.20

***

Calculated energy above the lowest of the compared OMol25 structures with the same formula, charge and spin, 877.6, 146.6, 59.6, 226.3, 205.1, 135.0, 392.6, 139.6 kJ/mol (same order as the records).